Entry 1:
Molecular formula: C33H51N12O
Method: DFT, ωB97M-V/def2-TZVPD

Output
* calculated total energy: -54965.3007 eV
* HOMO energy: -9.797 eV

ORCA input file:
```
! wB97M-V def2-TZVPD RIJCOSX def2/J DEFGRID3
* xyz 1 1
C 0.113 3.371 -1.623
C -0.333 2.889 -0.260
C -1.597 3.206 0.317
C -1.979 2.716 1.537
C -1.159 1.865 2.316
C -1.701 1.431 3.684
C -3.154 0.909 3.460
C -0.942 0.313 4.431
C 0.058 1.560 1.739
O 0.980 0.735 2.439
C 1.084 -0.500 1.840
N 2.545 -0.907 1.765
C 0.485 2.030 0.504
H 0.049 2.531 -2.324
H 1.151 3.707 -1.625
H -0.515 4.181 -1.999
H -2.235 3.863 -0.268
H -2.949 3.037 1.898
H -1.785 2.310 4.333
H -3.515 0.624 4.459
H -3.835 1.681 3.088
H -3.164 -0.015 2.877
H -0.211 0.783 5.103
H -1.647 -0.190 5.098
H -0.466 -0.417 3.798
H 0.522 -1.248 2.418
H 0.680 -0.525 0.825
H 3.173 -0.102 1.778
H 2.678 -1.466 0.922
H 2.749 -1.535 2.544
H 1.467 1.764 0.115
C -0.798 -4.851 2.559
C -1.252 -3.499 2.833
N -1.623 -2.432 3.045
H -1.160 -5.555 3.306
H -1.150 -5.199 1.589
H 0.290 -4.918 2.553
C -5.236 5.566 3.796
C -5.468 4.351 3.030
N -5.654 3.394 2.426
H -4.177 5.698 4.013
H -5.575 6.445 3.250
H -5.769 5.540 4.745
C -3.017 -3.666 -0.918
C -3.000 -4.913 -0.168
N -2.987 -5.896 0.425
H -3.518 -3.787 -1.871
H -3.541 -2.884 -0.367
H -2.014 -3.311 -1.120
C -0.940 -8.702 1.624
C 0.218 -8.125 2.289
N 1.131 -7.667 2.815
H -1.177 -9.687 2.025
H -1.823 -8.075 1.749
H -0.765 -8.817 0.557
C 1.222 6.809 1.663
C 0.843 5.538 1.069
N 0.540 4.533 0.598
H 2.305 6.906 1.732
H 0.855 7.647 1.071
H 0.815 6.915 2.668
C 5.689 6.289 1.005
C 5.161 7.632 1.186
N 4.746 8.691 1.330
H 5.330 5.614 1.782
H 5.392 5.870 0.044
H 6.777 6.283 1.040
C -3.493 -2.515 -5.389
C -2.623 -2.641 -4.235
N -1.939 -2.745 -3.318
H -3.571 -3.455 -5.935
H -4.503 -2.225 -5.098
H -3.124 -1.764 -6.088
C 3.746 -8.146 -0.400
C 2.432 -8.763 -0.458
N 1.397 -9.252 -0.494
H 3.956 -7.768 0.600
H 4.528 -8.860 -0.655
H 3.821 -7.311 -1.095
C 9.263 8.870 1.694
C 9.064 7.619 0.980
N 8.906 6.632 0.416
H 10.317 9.038 1.906
H 8.902 9.716 1.111
H 8.729 8.870 2.643
C 1.169 -1.319 -5.624
C -0.166 -1.218 -6.189
N -1.219 -1.140 -6.635
H 1.925 -1.004 -6.343
H 1.269 -0.691 -4.741
H 1.395 -2.343 -5.332
C -4.603 -4.434 -9.485
C -4.490 -3.079 -8.967
N -4.402 -2.010 -8.560
H -5.646 -4.719 -9.617
H -4.109 -4.529 -10.450
H -4.147 -5.155 -8.807
*
```


Entry 2:
Molecular formula: C33H52BCl2N5O6P2S2Ti
Method: DFT, ωB97M-V/def2-TZVPD

Output
* calculated total energy: -143889.0839 eV
* ΔE to the lowest compared entry with this formula, charge and spin: 160.89 kJ/mol
* HOMO energy (spin up / spin down): -4.696 / -4.910 eV

ORCA input file:
```
! wB97M-V def2-TZVPD RIJCOSX def2/J DEFGRID3
* xyz -1 2
Ti -0.285 0.887 -0.205
C 3.572 3.825 -1.883
C 3.694 2.431 -1.259
C 3.579 2.604 0.257
C 5.082 1.855 -1.566
P 2.233 1.350 -1.781
C 2.928 -0.335 -1.443
N 1.855 -1.306 -1.443
B 0.472 -1.045 -1.079
N -0.147 -2.355 -1.310
C -1.476 -2.841 -1.065
P -2.619 -1.541 -0.491
C -3.668 -1.037 -1.945
C -4.743 -2.098 -2.237
C -2.752 -0.941 -3.181
C -4.347 0.308 -1.675
C -3.537 -2.326 0.902
C -2.467 -2.620 1.979
C -4.541 -1.335 1.499
C -4.230 -3.643 0.548
C 0.795 -3.267 -1.779
C 0.665 -4.597 -2.133
C 1.801 -5.277 -2.577
C 3.028 -4.633 -2.653
C 3.163 -3.293 -2.287
C 2.038 -2.611 -1.853
C 2.112 1.367 -3.668
C 1.482 2.683 -4.144
C 1.165 0.227 -4.071
C 3.437 1.159 -4.406
H 4.262 4.502 -1.371
H 2.573 4.242 -1.747
H 3.831 3.821 -2.942
H 4.373 3.281 0.590
H 3.679 1.661 0.797
H 2.623 3.051 0.513
H 5.831 2.494 -1.085
H 5.306 1.832 -2.630
H 5.218 0.850 -1.162
H 3.420 -0.291 -0.466
H 3.688 -0.613 -2.177
H -1.463 -3.631 -0.307
H -1.912 -3.296 -1.962
H -4.342 -3.114 -2.271
H -5.172 -1.886 -3.219
H -5.554 -2.064 -1.508
H -2.460 -1.928 -3.540
H -1.868 -0.339 -2.990
H -3.313 -0.446 -3.978
H -5.049 0.254 -0.844
H -4.912 0.580 -2.571
H -3.620 1.096 -1.483
H -1.784 -1.785 2.132
H -1.891 -3.516 1.745
H -2.983 -2.806 2.925
H -4.037 -0.444 1.868
H -5.038 -1.819 2.344
H -5.314 -1.040 0.788
H -3.573 -4.323 0.001
H -5.142 -3.501 -0.031
H -4.505 -4.141 1.481
H -0.289 -5.107 -2.069
H 1.721 -6.319 -2.862
H 3.898 -5.180 -2.994
H 4.128 -2.805 -2.333
H 0.539 2.878 -3.637
H 1.282 2.601 -5.219
H 2.140 3.536 -3.997
H 0.222 0.290 -3.528
H 1.606 -0.758 -3.902
H 0.950 0.320 -5.141
H 4.082 2.033 -4.332
H 3.224 0.997 -5.468
H 3.989 0.287 -4.048
O 0.109 -0.586 2.290
Cl 0.692 0.736 2.563
O 1.873 0.602 3.401
O -1.903 -0.354 0.121
O 1.207 1.182 1.188
Cl -1.319 2.079 -2.067
N 1.411 4.618 7.082
C 1.257 4.808 5.698
C 0.654 5.961 5.203
C 0.527 6.155 3.835
C 1.014 5.204 2.954
C 1.623 4.053 3.441
C 1.740 3.853 4.802
S 0.821 5.413 1.199
O -0.081 6.536 1.028
O 2.140 5.532 0.630
N 0.204 4.026 0.729
C -1.075 3.735 0.994
S -2.374 4.876 1.375
C -3.493 3.559 1.463
C -2.867 2.399 1.205
N -1.515 2.481 0.966
H 0.715 5.094 7.634
H 1.479 3.648 7.347
H 0.269 6.703 5.895
H 0.037 7.035 3.440
H 1.970 3.294 2.754
H 2.182 2.935 5.170
H -4.535 3.710 1.695
H -3.335 1.429 1.172
*
```


Entry 3:
Molecular formula: C33H53BO4
Method: DFT, ωB97M-V/def2-TZVPD

Output
* calculated total energy: -43946.2700 eV
* HOMO energy: -9.198 eV

ORCA input file:
```
! wB97M-V def2-TZVPD RIJCOSX def2/J DEFGRID3
* xyz 0 1
C -7.846 5.526 -0.886
C -7.804 3.937 -0.971
C -8.076 3.390 0.488
C -8.259 1.819 0.460
C -6.866 1.095 0.767
C -6.862 -0.291 0.019
C -5.482 -1.060 0.182
C -5.181 -1.392 1.703
C -4.103 -0.454 2.369
C -2.627 -0.990 2.304
C -2.398 -2.403 2.975
C -1.678 -2.358 4.367
C -0.259 -1.671 4.357
C 0.582 -1.952 3.039
C 2.129 -1.932 3.321
C 3.019 -1.486 2.100
C 2.756 0.045 1.843
C 3.769 0.725 0.851
C 4.042 -0.053 -0.469
C 5.418 -0.477 -0.750
C 5.823 -1.171 -1.951
C 4.812 -1.483 -2.965
C 3.450 -1.077 -2.707
C 3.025 -0.368 -1.488
C 1.520 0.032 -1.390
C 0.648 -1.002 -0.525
C 1.262 1.539 -0.982
C 2.224 2.460 -1.842
C 5.286 -2.192 -4.263
O 4.608 -2.945 -4.917
C 6.744 -1.824 -4.712
C 7.689 -1.525 -3.777
B 9.197 -1.105 -4.204
O 9.813 -1.629 -5.349
O 9.847 -0.214 -3.319
C 9.165 1.052 -3.241
C 7.292 -1.584 -2.260
O 8.088 -1.893 -1.410
H -7.101 5.923 -0.143
H -7.572 5.916 -1.898
H -8.882 5.893 -0.650
H -8.595 3.619 -1.700
H -6.785 3.605 -1.313
H -9.035 3.852 0.848
H -7.235 3.691 1.161
H -8.967 1.479 1.260
H -8.615 1.475 -0.546
H -6.851 0.930 1.876
H -5.988 1.679 0.389
H -7.089 -0.107 -1.070
H -7.689 -0.956 0.404
H -5.628 -2.046 -0.336
H -4.637 -0.545 -0.345
H -4.953 -2.484 1.765
H -6.147 -1.207 2.255
H -4.115 0.512 1.784
H -4.433 -0.165 3.405
H -2.306 -1.056 1.224
H -1.970 -0.191 2.756
H -1.896 -3.057 2.220
H -3.415 -2.853 3.157
H -1.560 -3.397 4.781
H -2.314 -1.811 5.122
H -0.434 -0.560 4.416
H 0.355 -1.921 5.269
H 0.297 -2.964 2.636
H 0.236 -1.208 2.284
H 2.413 -2.963 3.672
H 2.349 -1.254 4.196
H 4.096 -1.569 2.431
H 2.922 -2.134 1.196
H 2.901 0.556 2.840
H 1.677 0.228 1.589
H 4.755 0.770 1.399
H 3.519 1.802 0.631
H 6.196 -0.216 0.001
H 2.661 -1.299 -3.460
H 1.108 -0.066 -2.437
H 1.372 -1.732 -0.085
H 0.003 -1.609 -1.220
H 0.037 -0.459 0.233
H 1.393 1.716 0.119
H 0.175 1.756 -1.187
H 3.300 2.349 -1.557
H 2.127 2.103 -2.904
H 1.880 3.523 -1.738
H 6.945 -1.799 -5.806
H 9.761 -1.030 -6.111
H 8.980 1.453 -4.269
H 9.802 1.750 -2.634
H 8.186 0.989 -2.678
*
```


Entry 4:
Molecular formula: C33H53CaN2O2P2
Method: DFT, ωB97M-V/def2-TZVPD

Output
* calculated total energy: -79163.8337 eV
* ΔE to the lowest compared entry with this formula, charge and spin: 354.07 kJ/mol
* HOMO energy: -9.797 eV

ORCA input file:
```
! wB97M-V def2-TZVPD RIJCOSX def2/J DEFGRID3
* xyz 1 1
C -1.982 -1.875 -0.641
C 0.118 -1.578 -1.700
C -2.383 -2.769 -1.640
C -0.251 -2.453 -2.736
C -1.502 -3.071 -2.692
H -3.385 -3.205 -1.603
H 0.443 -2.636 -3.561
H -1.805 -3.766 -3.481
N -0.730 -1.333 -0.657
P -2.480 0.370 0.934
P 2.094 -0.564 0.021
C -2.910 -1.405 0.451
H -3.963 -1.559 0.158
H -2.726 -1.981 1.378
C 0.356 1.547 2.084
O 0.652 2.437 2.792
C 1.353 -0.731 -1.724
H 2.059 -1.074 -2.494
C 3.535 0.704 -0.197
C 2.811 -2.292 0.432
C -3.281 1.475 -0.410
C -3.408 0.608 2.592
C 3.134 2.055 0.439
H 3.209 2.015 1.536
H 3.840 2.823 0.071
H 2.112 2.363 0.182
C 4.788 0.223 0.566
H 4.604 0.171 1.652
H 5.160 -0.754 0.219
H 5.594 0.962 0.400
C 3.871 0.922 -1.686
H 4.910 1.293 -1.767
H 3.800 -0.004 -2.280
H 3.215 1.682 -2.141
C 3.427 -2.263 1.849
H 3.070 -1.390 2.418
H 3.105 -3.173 2.390
H 4.526 -2.252 1.840
C 1.642 -3.303 0.461
H 0.741 -2.880 0.930
H 1.382 -3.666 -0.545
H 1.960 -4.176 1.061
C 3.837 -2.785 -0.607
H 3.961 -2.060 -1.431
H 4.827 -2.987 -0.169
H 3.471 -3.731 -1.050
C -3.138 2.035 3.111
H -3.085 2.008 4.215
H -2.174 2.419 2.736
H -3.933 2.745 2.834
C -2.828 -0.382 3.621
H -2.799 -1.417 3.244
H -1.809 -0.098 3.923
H -3.477 -0.369 4.517
C -4.923 0.338 2.478
H -5.243 -0.253 3.357
H -5.528 1.256 2.456
H -5.161 -0.258 1.581
C -2.576 1.161 -1.748
H -3.295 0.985 -2.566
H -1.958 2.034 -2.027
H -1.906 0.294 -1.653
C -2.961 2.939 -0.031
H -1.917 3.013 0.318
H -3.079 3.572 -0.932
H -3.636 3.331 0.746
C -4.794 1.279 -0.614
H -5.044 0.238 -0.887
H -5.385 1.564 0.270
H -5.120 1.926 -1.450
Ca -0.078 0.120 0.861
N 0.169 1.267 -0.947
C 0.779 0.724 -1.933
C 0.914 1.370 -3.269
C 0.925 2.783 -3.327
C 1.021 0.652 -4.479
C 1.044 3.450 -4.548
H 0.835 3.327 -2.382
C 1.136 1.321 -5.705
H 1.006 -0.443 -4.472
C 1.150 2.722 -5.747
H 1.055 4.545 -4.571
H 1.214 0.744 -6.633
H 1.243 3.244 -6.705
C 1.252 -0.359 4.326
C 0.610 -1.618 3.761
O -0.252 -1.357 2.679
H 1.916 0.120 3.583
H 1.869 -0.627 5.210
H 0.471 0.359 4.652
H 1.365 -2.369 3.488
H 0.002 -2.049 4.587
H -0.678 -2.216 2.428
*
```


Entry 5:
Molecular formula: C33H53HfNO3S
Method: DFT, ωB97M-V/def2-TZVPD

Output
* calculated total energy: -54852.0277 eV
* HOMO energy: -4.335 eV

ORCA input file:
```
! wB97M-V def2-TZVPD RIJCOSX def2/J DEFGRID3
* xyz 0 1
Hf -0.127 -0.098 0.215
C -1.448 2.150 0.593
C -0.060 2.406 0.512
C 0.532 1.855 1.717
C -0.507 1.133 2.383
C -1.723 1.220 1.631
C -3.090 0.646 2.003
C -3.656 -0.436 1.048
C -3.013 0.024 3.407
C -4.135 1.797 1.965
C 1.869 2.129 2.395
C 3.122 1.516 1.695
C 1.798 1.506 3.824
C 2.085 3.653 2.640
C 0.510 3.318 -0.568
C 0.251 4.813 -0.211
C -0.262 3.137 -1.900
C 2.010 3.133 -0.861
H -2.186 2.571 -0.078
H -0.423 0.676 3.346
H -3.124 -1.401 1.135
H -3.647 -0.126 -0.020
H -4.702 -0.608 1.356
H -2.270 -0.770 3.444
H -3.983 -0.405 3.683
H -2.731 0.787 4.148
H -4.307 2.149 0.937
H -3.800 2.660 2.543
H -5.071 1.432 2.376
H 3.522 0.763 2.373
H 3.914 2.279 1.568
H 2.888 1.028 0.745
H 1.683 0.423 3.777
H 0.969 1.914 4.424
H 2.748 1.714 4.336
H 2.194 4.220 1.711
H 3.007 3.804 3.196
H 1.210 4.075 3.167
H -0.829 5.012 -0.086
H 0.637 5.456 -1.042
H 0.753 5.099 0.706
H -1.310 3.381 -1.734
H -0.177 2.127 -2.312
H 0.151 3.845 -2.655
H 2.646 3.455 -0.035
H 2.283 3.698 -1.769
H 2.217 2.072 -1.053
O -1.468 -2.484 -1.433
C -1.540 -1.364 -1.941
O -1.463 -0.210 -1.354
C -1.728 -1.342 -3.505
N -1.593 0.036 -4.265
C -2.955 0.553 -4.655
C -3.951 -0.422 -4.050
C -3.161 -1.741 -3.836
H -1.022 -2.064 -3.959
H -1.062 -0.185 -5.135
H -0.928 0.626 -3.679
H -3.023 0.603 -5.759
H -3.091 1.582 -4.294
H -4.843 -0.554 -4.679
H -4.287 -0.025 -3.093
H -3.044 -2.274 -4.794
H -3.613 -2.428 -3.124
C 1.603 -0.675 -0.598
C 2.636 -1.174 -1.382
C 3.979 -1.405 -0.898
C 4.727 -2.428 -1.457
C 4.304 -3.162 -2.574
C 3.026 -2.833 -3.132
C 2.269 -1.791 -2.643
H 4.338 -0.823 -0.049
H 5.675 -2.660 -0.998
H 4.896 -3.967 -3.003
H 2.632 -3.420 -3.956
H 1.357 -1.470 -3.148
C 0.164 -5.284 -0.213
C 0.156 -4.454 1.091
S 0.881 -2.702 0.879
O -0.309 -1.754 1.339
C 2.184 -2.580 2.238
C 1.569 -2.558 3.625
H -0.301 -6.273 -0.117
H 1.204 -5.417 -0.554
H -0.390 -4.713 -0.972
H 0.748 -4.928 1.870
H -0.867 -4.321 1.440
H 2.771 -1.677 2.031
H 2.850 -3.436 2.110
H 0.679 -1.917 3.656
H 2.303 -2.171 4.345
H 1.267 -3.551 3.946
*
```